This record from OMol25 describes 13 unconnected molecules or ions with the total composition C99H213N11O13. The level of theory is the ωB97M-V functional and the def2-TZVPD basis.

The geometry in XYZ format:
```
336
Properties=species:S:1:pos:R:3:forces:R:3
O -2.656731 -3.577623 -1.370883 0.1 0.9 0.2
O 4.093018 -6.808952 -2.117345 1.8 1.4 -1.1
O -2.591463 -1.809657 8.640762 0.1 -0.4 0.3
O -6.135976 1.232013 1.333557 -0.4 -1.0 0.3
O 1.609362 1.699607 -7.484796 0.8 -0.8 0.5
O -6.783770 -2.026999 -5.246014 0.4 0.1 0.8
O -0.314598 -2.555550 -0.205889 0.7 0.5 0.2
O 1.052710 6.087404 5.154994 0.7 -0.3 0.5
O 5.695353 5.104473 -3.200158 0.0 0.0 -0.9
O -1.902007 -5.346101 -3.542376 0.0 1.0 -0.4
O 4.233308 -5.514108 3.907900 0.8 -1.0 0.1
O -2.901062 -5.238206 1.284159 -0.5 0.3 -0.6
O 0.685702 7.234071 -3.230902 0.0 0.3 -0.5
N 3.611309 -6.420712 -3.474487 2.3 -3.2 0.3
N 0.563595 2.561092 -7.168774 -0.7 -0.7 -0.7
N 0.795630 4.944020 4.357574 -0.5 0.0 -0.3
N 0.707951 7.058138 -1.842879 -0.5 -1.0 0.1
N 6.014143 4.516350 -1.981553 1.7 -0.5 1.8
N -2.199199 -6.271639 2.005712 -1.7 0.8 0.4
N -5.673360 -1.684189 -4.359134 -0.7 -1.2 -1.2
N 4.682092 -4.250601 3.512535 -0.7 0.3 1.2
N -5.932494 2.602464 1.529630 -0.2 1.2 -2.3
N -3.170018 -2.169942 7.375769 -1.1 0.8 0.5
N -0.312121 -1.156385 -0.505948 -0.4 -0.2 -0.3
C 4.867534 3.770790 -1.428519 -1.3 1.3 -1.8
C -0.164236 4.841210 -2.250358 1.2 1.0 -0.4
C -1.092650 -1.723125 6.310021 0.4 1.1 -0.3
C -1.827890 6.596173 -1.702330 -0.1 0.0 0.7
C 4.342497 -4.979686 1.201933 0.5 -1.3 -1.9
C 1.633109 2.940561 3.375598 -0.9 -0.3 -0.9
C 6.049520 -2.438032 1.803169 -0.3 -1.4 -0.6
C 6.950376 -5.244469 3.212457 1.7 -1.6 1.4
C 0.711600 -0.915835 -1.524985 0.6 0.7 1.2
C 0.072973 -7.297782 3.364931 1.6 1.4 -1.0
C 1.861376 3.189323 -5.144870 -0.8 -0.2 1.4
C -4.103700 2.202115 3.246630 0.6 -0.7 -0.3
C 2.073050 -1.527937 -1.200046 1.6 0.1 0.7
C 7.376245 3.896457 -2.022779 -0.5 1.0 -1.9
C 4.048071 -3.962261 2.248378 0.4 0.4 0.0
C -1.122950 -6.852928 4.095399 -1.3 0.8 -0.1
C -1.969454 -7.644538 0.053030 0.6 0.3 -1.0
C -4.357758 -3.205565 -5.710159 0.7 -0.9 -0.2
C -1.745812 2.866728 -6.703872 -0.1 -0.3 -0.7
C 3.693823 -4.061865 -3.275597 -0.7 0.2 -1.9
C -0.215900 5.886712 0.039301 -0.5 0.0 1.0
C -0.485441 2.870352 4.539300 -1.0 -1.4 0.6
C -0.068585 9.473821 -1.541559 0.3 -0.2 0.3
C -7.374090 -0.724131 -2.928214 0.6 -0.3 0.0
C -5.276346 -2.317675 6.135992 0.3 2.0 0.0
C 3.161502 4.163060 4.898370 1.3 0.4 -0.1
C 0.263011 3.980631 6.648926 -0.5 -0.2 -0.3
C -4.672500 -2.099369 7.567149 -0.5 -0.6 -1.6
C -4.862940 -0.501110 -2.394586 -1.8 -0.1 -0.1
C -3.298098 -1.381970 5.051738 -0.3 0.4 -0.3
C 2.799059 -5.279236 -3.375945 -2.2 -0.2 -0.2
C -0.332024 -0.409657 0.779624 0.5 0.1 -1.1
C 2.248141 -8.504967 -3.039318 -0.6 -0.1 -0.4
C 0.279970 -1.441204 -2.853437 -0.4 0.8 -0.8
C 4.275173 2.899208 -2.569130 -0.4 -0.6 1.1
C 4.532083 -8.559341 -4.087762 -1.1 -1.6 -0.5
C -0.511654 0.904985 -5.532293 1.7 1.6 -0.9
C 0.617461 -1.018339 1.813310 -1.8 -0.7 1.3
C 2.352915 8.804236 -1.500563 0.7 -0.1 -0.3
C 7.631780 3.017818 -3.335784 -0.4 0.3 1.3
C 0.786929 2.105917 4.321387 -1.1 0.3 -1.1
C -2.534524 -1.232922 6.391537 -1.0 -0.9 -0.4
C -5.054630 4.674529 0.466197 1.3 -1.2 -0.6
C 8.369922 5.076878 -2.064770 -0.7 -0.3 0.7
C -5.189872 4.417767 2.904869 -0.8 0.1 -0.2
C -5.096478 -3.330191 8.400342 1.3 0.9 -0.3
C -0.436011 -7.835974 2.044416 0.3 -1.6 -0.2
C -0.083400 4.605318 -6.103523 0.7 0.7 -0.8
C -3.472547 -0.501176 -2.926405 1.1 -1.2 -0.5
C 3.197415 -7.779703 -4.015766 0.2 1.7 0.8
C -6.218968 2.933312 -0.903693 0.6 -1.3 -0.4
C -1.095169 -4.348627 3.263442 0.5 -1.8 0.4
C 2.014008 4.317099 3.861890 1.4 0.3 0.9
C -0.020138 1.110795 0.500450 -0.9 -1.5 0.0
C 2.220375 4.324147 -7.252921 -0.9 0.6 1.0
C 6.474816 2.193015 -0.398815 0.6 -0.8 -0.3
C -4.808860 -1.165623 5.139452 -0.9 -0.9 1.1
C -5.278059 3.124576 0.283563 -0.7 0.6 0.2
C -6.449542 2.564900 3.873263 0.9 0.7 0.0
C -5.369644 2.917952 2.806896 -0.9 -0.7 2.2
C -5.953151 -0.518343 -3.527855 0.5 1.4 -0.5
C 0.937343 8.332185 -1.162493 -0.4 0.0 -0.1
C 6.100968 -4.110167 3.775687 0.4 0.4 -0.1
C -0.234281 7.266231 0.796694 0.0 -1.7 -0.1
C -1.352081 3.945851 -5.660495 -1.4 -0.3 -1.2
C 2.526395 5.181699 2.647823 -1.1 -1.1 0.6
C -1.793612 -0.583423 1.276172 0.6 -0.5 0.3
C -3.188473 -5.517754 4.071931 -0.4 1.6 1.0
C 3.910017 4.946357 -1.082460 0.3 -1.1 0.5
C 1.928573 -5.183606 -4.698957 -0.7 -0.2 1.8
C 2.558993 -3.928545 2.497891 -1.3 0.8 0.5
C -0.192347 -5.937664 0.505938 0.9 0.7 -0.5
C -5.312142 -0.858218 8.222543 -0.9 0.7 0.1
C -3.298109 -1.653678 -4.006576 -1.3 -0.5 0.5
C 1.155852 1.344476 -0.397766 1.0 1.1 0.7
C -4.359721 4.968948 1.792646 0.5 -0.2 -0.2
C 6.585667 -2.753398 3.181812 -0.9 -0.3 0.5
C 5.213547 2.952862 -0.181155 -1.1 -0.3 -0.6
C 1.312166 -6.525618 -5.238071 1.6 -0.1 0.9
C -2.602605 0.219403 6.788703 -0.1 0.1 -0.5
C -5.859603 0.827101 -4.377865 -1.4 -0.2 0.9
C 2.474703 -7.556652 -5.380148 1.4 1.7 0.0
C -0.167793 4.177684 5.149423 -0.1 1.4 1.0
C 0.943203 8.036951 0.345588 0.9 -0.2 -1.3
C 1.068186 3.662757 -6.351791 2.0 -0.6 -1.2
C -0.382950 6.091002 -1.437499 -0.5 1.4 -0.9
C -0.664088 1.788154 -6.832032 0.8 -0.6 0.1
C 0.855163 0.600261 -1.648661 -0.2 0.9 -2.2
C 1.937586 -5.395415 -2.132127 0.6 1.1 1.6
C -1.908561 -5.702161 3.321608 2.0 -0.9 -0.2
C 6.362106 -4.068034 5.304250 0.4 -0.3 0.4
C 7.600046 3.147545 -0.744045 1.0 -0.5 0.6
C 4.540372 -2.579550 1.813040 -1.5 0.9 0.1
C -4.111917 -0.770528 -6.200145 -1.1 -1.3 -1.0
C -0.993480 0.784599 -7.973192 0.0 0.4 -0.2
C -4.025403 2.331334 -0.078371 1.2 0.5 0.5
C -1.458161 4.962929 5.102691 -0.9 0.5 1.7
C -1.210670 -6.877186 1.133345 -0.3 0.3 1.0
C -4.419955 -1.841194 -5.114961 0.7 2.7 1.5
H 0.390220 -8.231118 1.441615 -0.1 -0.1 0.1
H 3.120457 7.994562 -1.417713 -0.9 0.3 -0.1
H 2.648648 2.468511 -5.319955 0.0 -0.5 -0.6
H 7.988586 -5.243151 3.647397 -0.9 0.4 -0.1
H -5.019154 0.397627 -1.764068 -0.1 -0.6 -0.3
H 9.329524 4.645508 -2.177930 1.3 -0.3 0.0
H -0.059498 9.774219 -2.583796 0.4 -0.2 -0.3
H 4.915310 2.032425 -2.710324 -0.3 -0.5 0.2
H -0.092609 7.136493 1.847142 -0.1 -0.6 0.9
H -4.897717 -3.235376 5.716121 0.0 -0.6 0.0
H 3.111404 3.373926 5.674068 -0.8 0.7 -0.1
H 3.074934 -3.174200 -3.274750 -0.2 0.2 -0.3
H -0.802895 -4.082500 4.265601 0.4 0.0 0.5
H 8.524422 2.561007 -0.823917 0.0 0.0 -0.3
H -2.170223 4.704107 -5.595748 0.6 -0.6 0.2
H 5.411828 3.573119 0.680964 -0.4 0.5 0.3
H 0.473548 0.398287 -5.513342 -0.4 0.1 -0.2
H 7.872354 3.861850 0.057171 -0.7 -0.2 -0.1
H 1.960625 1.323170 -6.637080 -0.4 0.3 -0.8
H 0.304867 5.398491 -5.444707 -0.5 0.0 -0.2
H 4.315634 3.397358 -3.513538 -0.1 0.6 -0.4
H -0.675030 3.997265 -1.862645 -0.8 -0.8 0.3
H -0.858093 1.500353 -0.046504 -0.8 0.3 -0.2
H -1.274240 1.256813 -8.930453 0.2 0.1 0.4
H 1.263537 1.924057 5.263502 0.4 -0.3 0.4
H 6.413555 -3.223001 1.108767 0.1 0.5 0.1
H -3.342478 -1.239297 -6.858764 -0.3 0.8 0.5
H 3.714007 5.647961 -1.870909 -0.1 -0.1 -0.8
H 4.091470 -6.039458 1.349557 0.1 0.2 0.9
H 1.306146 2.456540 -0.596336 -0.3 -1.2 0.2
H -0.180814 0.076828 -8.182817 -0.1 0.4 0.2
H 0.479366 1.168723 3.856779 0.6 -0.2 0.0
H -2.529638 -3.947291 -2.259693 -0.1 -0.7 0.6
H 0.455231 -6.430027 -0.240250 -0.5 -0.2 0.4
H -3.338865 4.523259 1.865087 -0.5 0.6 -0.3
H -8.204740 -0.350251 -3.548059 0.5 0.0 0.2
H 0.550270 -7.023579 -4.625381 -0.1 0.7 -0.1
H 2.109154 -2.164816 -0.307077 -0.4 0.0 -0.3
H -0.469963 1.601151 -4.701870 -0.5 -0.4 0.6
H 5.394692 -7.947492 -4.313226 0.0 0.1 -0.2
H -1.868403 5.017800 4.105591 -0.1 -0.1 -0.4
H 2.211021 -8.518557 -5.724784 -0.9 -1.1 -0.4
H -4.875385 -0.691281 9.211158 0.2 0.3 -0.2
H 3.217561 2.607102 -2.367587 0.8 0.0 0.0
H -1.850142 0.198215 -7.642501 -0.1 0.0 0.0
H 4.421792 -9.410678 -4.780664 0.1 0.6 -0.7
H -6.345320 0.707210 -5.331460 -0.2 -0.3 -0.6
H -2.689747 2.336230 -6.514077 0.0 0.4 0.4
H 5.625687 6.051611 -3.045299 0.1 0.0 0.2
H -1.240782 0.138754 -5.491054 -1.0 -0.5 0.4
H 2.188064 -4.858681 2.929166 0.2 0.0 -0.1
H 2.088668 1.012877 0.078849 0.0 -0.1 -0.1
H 1.418919 -4.474280 -1.910749 -0.7 0.3 -0.3
H 0.457149 -0.476794 2.754084 0.4 0.1 -0.1
H -1.186296 7.792849 0.720965 0.1 0.0 -0.3
H 4.237253 -4.008782 -2.364870 0.9 -0.3 0.6
H -7.040043 1.148812 0.975430 0.5 0.2 0.4
H -4.466339 5.000599 -0.425195 -0.2 -0.1 0.7
H -7.225127 3.303820 -0.797139 -0.2 0.6 0.2
H -1.789174 -7.717556 4.161612 -0.3 0.2 0.2
H -6.171658 4.892853 2.831562 -0.2 -0.1 0.0
H 5.847321 -3.274073 5.902834 0.4 -0.4 -0.9
H 2.638061 9.508175 -0.692411 0.0 0.2 -0.9
H 2.870096 -0.777245 -1.020333 -0.5 0.0 0.0
H 4.059038 3.808163 4.365247 -0.2 0.2 -0.3
H 1.025206 8.968050 0.848129 0.1 1.0 0.6
H -3.214369 -2.363570 4.608428 0.5 -0.5 0.0
H 0.936822 -6.278112 -6.208700 -0.6 -0.2 -0.6
H -6.662799 1.508496 3.934709 0.0 -0.4 -0.2
H 7.153292 -5.264025 2.178035 -0.2 0.4 -1.5
H -4.346091 6.026599 1.995560 0.6 0.6 -0.3
H -2.060999 7.047498 -2.651176 0.3 -0.1 -0.8
H -0.563374 -1.333260 5.410492 -0.3 0.0 0.7
H -7.363877 3.119963 3.600484 0.3 -0.2 0.6
H -1.849720 -2.422697 8.720119 -0.2 0.0 0.1
H 3.705552 -4.829805 0.337722 0.0 0.6 -0.4
H -4.234266 1.120141 3.226031 -0.2 -0.1 -0.2
H -6.432098 1.645959 -3.938846 -0.1 -0.1 0.5
H -2.773398 -0.673231 -2.033055 -0.5 0.3 -1.5
H 6.742713 1.610042 0.478715 0.0 -0.1 0.2
H 3.480902 5.150971 5.308989 -0.5 -0.8 0.1
H -0.558270 -1.443296 7.243247 -0.1 -0.1 -0.7
H -2.656491 0.349328 7.861168 -0.3 0.2 0.1
H -0.319628 4.993017 -7.113984 0.3 0.4 0.5
H -4.813244 -3.886489 -5.029141 -0.4 -0.6 0.7
H -1.132025 2.353744 5.297915 0.4 0.3 -0.8
H 1.258377 2.796717 -4.312152 0.1 0.2 -0.1
H 0.141348 -1.990902 2.010565 0.4 0.0 0.1
H -2.889897 -5.005141 5.013547 -0.4 -0.2 -0.3
H 6.653074 -6.287737 3.469453 -0.3 0.7 0.0
H -5.991550 5.214820 0.411426 -0.4 -0.1 0.1
H 4.711601 -9.193159 -3.217235 0.1 0.8 0.6
H -1.621584 -3.514057 2.921248 -1.5 1.1 -0.7
H 1.108875 6.811060 4.549207 -0.1 0.7 -0.7
H -4.689112 -4.225274 7.950782 0.4 -0.3 0.2
H -5.674751 3.366071 -1.750866 -0.5 0.2 -0.1
H 2.154253 -9.516902 -3.431680 -0.5 -0.1 -0.1
H 2.954663 4.609084 -0.699221 -0.2 -0.1 0.3
H 1.723625 5.043202 1.906097 0.7 0.2 -0.1
H -6.143169 -3.470576 8.468147 -1.3 0.2 -0.2
H -3.193846 2.596458 0.577427 0.1 0.0 0.0
H -3.881591 -4.823307 3.559178 0.2 -0.3 0.3
H -3.850911 2.422723 4.297172 0.0 0.3 -0.5
H 1.887806 -3.667383 1.651379 0.8 -0.2 0.0
H -1.719067 -6.084636 -2.973804 0.0 -0.7 0.2
H -5.387167 0.091308 7.636386 0.8 -0.8 0.3
H -7.416905 -0.283442 -1.929252 -0.1 0.2 -0.1
H 0.501372 -5.526889 1.247315 -0.1 -0.3 -0.1
H -6.400669 -1.023582 8.431091 0.8 -0.5 -0.2
H -5.948926 2.864338 4.823983 -1.0 0.0 -0.3
H 6.174516 -2.034411 3.893865 0.5 0.4 -0.1
H 4.045833 -1.826136 2.530644 0.8 -0.9 -1.1
H 0.741935 5.336999 0.190377 -0.6 0.5 0.1
H -2.604350 5.837697 -1.523755 0.5 -0.1 -0.1
H -1.116953 9.336383 -1.311742 -0.2 -0.6 0.3
H 2.458015 4.001501 -4.794305 0.1 0.9 0.6
H -2.032288 7.368164 -0.990843 -0.3 0.5 0.4
H -1.076344 -2.884025 -0.685143 -0.8 -0.3 -0.3
H -2.397768 -1.578700 -4.579690 0.9 0.1 0.0
H 1.275550 -6.239769 -2.038770 -0.2 -0.1 -0.5
H -3.293687 0.468423 -3.402635 0.4 0.0 0.2
H 5.043405 -6.511510 -2.167708 -1.4 -0.5 0.2
H 2.547652 -4.784942 -5.472096 0.6 0.2 -0.7
H 2.372781 -3.145242 3.245656 0.0 -0.2 0.0
H -3.630338 2.454782 -1.089406 -0.4 0.4 -0.2
H 2.605745 6.242158 2.852156 0.1 0.2 0.3
H 7.461739 -4.005250 5.392217 -0.4 0.5 0.3
H -2.211452 -6.981537 -0.805190 0.1 -0.3 0.5
H 1.162728 -1.381122 -3.481873 -0.1 0.3 -0.6
H 5.383291 -4.963306 0.853783 -0.2 0.0 0.0
H -1.859774 3.289775 -7.729812 0.1 0.0 0.7
H -2.912563 -0.689227 4.312729 0.5 0.3 -0.1
H -1.112654 -2.781030 6.223959 0.1 -1.1 -0.1
H -3.857551 0.171878 -5.754729 0.7 0.2 -0.1
H 6.371334 1.471035 -1.223945 0.0 0.1 0.2
H 6.383120 -1.485816 1.397079 0.0 0.1 0.2
H -4.815127 4.722537 3.875122 0.3 -0.3 0.3
H 0.217845 10.359384 -0.997824 0.3 0.4 0.3
H 2.317479 5.421536 -7.051827 -0.2 -0.8 -0.3
H 1.660253 -1.239916 1.665244 0.4 0.5 -0.6
H 2.628509 -5.466164 -1.258035 -0.6 -0.2 -0.7
H 2.472695 2.338974 3.140649 1.3 -0.2 -0.5
H -1.104540 2.961240 3.613204 0.7 0.0 0.5
H 2.025004 4.092673 -8.283595 -0.3 0.3 -0.5
H 7.546616 3.678865 -4.187768 -0.1 0.1 -0.2
H -0.211222 -4.363388 2.621317 -0.1 -0.4 0.3
H 1.566167 0.859581 -2.465972 0.0 -0.5 0.5
H -1.053958 5.235220 0.367461 0.5 0.3 0.1
H -1.241479 3.410980 -4.750655 0.0 0.0 1.2
H -5.296265 -1.193715 4.155055 0.3 -0.7 0.0
H -0.086347 1.026871 -2.070126 0.2 -0.4 0.4
H -3.709190 -6.427232 4.358235 0.1 -0.2 -0.3
H -0.544821 -0.828379 -3.260909 0.3 -0.4 0.0
H 2.593049 -8.643926 -2.019189 0.5 0.4 -0.1
H 1.265935 -7.998942 -2.944597 0.5 -0.6 -0.4
H -0.919041 -6.500094 5.084302 0.2 0.3 0.7
H -4.943331 -3.309184 -6.616437 0.2 0.2 -0.3
H -2.558335 -5.599054 -4.199793 0.1 -0.2 0.2
H 3.175588 3.868771 -7.026848 0.2 -0.1 0.1
H 0.713588 -8.033440 3.871717 -0.4 0.1 0.0
H -1.376943 5.991015 5.505593 0.1 -0.6 -0.2
H 1.199720 -4.367365 -4.453803 0.2 -0.9 -0.4
H 3.168329 -7.197775 -6.201257 -0.3 -0.1 1.2
H 3.496599 4.816950 2.314305 -0.1 0.0 -0.3
H -5.146899 -0.172777 5.466013 0.4 -0.2 0.4
H -7.505416 -1.807527 -2.808227 -0.1 0.3 0.0
H -0.008477 1.601172 1.446562 0.2 0.5 0.8
H 2.478923 -2.095370 -2.033152 -0.3 -0.1 0.2
H -4.898339 1.253511 -4.577892 0.7 -0.2 0.2
H 0.022796 -2.474937 -2.852044 -0.5 -0.9 0.3
H -2.080892 -1.666087 1.383497 0.4 1.0 -0.3
H -2.164889 4.411206 5.765471 0.1 0.5 -0.5
H 4.087739 -2.481775 0.806240 0.4 0.6 0.4
H -3.269823 2.411184 2.571246 0.1 0.1 0.4
H -1.688575 0.666718 6.437663 0.4 0.5 -0.1
H -2.879530 -8.200567 0.300606 0.3 0.3 0.5
H -6.350621 -2.388774 6.308998 -0.1 0.0 -0.4
H -3.423409 0.645955 6.209071 0.0 0.5 0.7
H 8.670175 2.657265 -3.293419 -0.4 -0.2 0.0
H 8.236835 5.741939 -2.895112 -0.4 0.3 -0.5
H 7.663275 -2.783190 3.161072 0.4 0.3 0.4
H 1.888339 7.471882 0.544321 -0.7 0.2 0.0
H 1.197888 3.447650 6.777901 -0.1 -0.5 -0.2
H 4.319708 2.291771 0.017121 0.9 0.6 0.0
H 4.753034 -6.116064 3.323904 -0.7 0.0 0.6
H -2.905697 -4.212402 -0.684200 0.2 -0.4 -0.5
H 1.089606 3.101825 2.426678 0.0 -0.3 0.3
H -4.172984 1.269872 0.031216 -0.3 -0.3 0.2
H -0.121248 7.732053 -3.452516 0.1 0.0 0.0
H 4.281174 -4.066389 -4.220622 0.2 0.2 1.0
H -6.970578 -1.307087 -5.865935 0.3 0.3 0.1
H -1.074806 -8.696975 2.348063 0.2 0.4 -0.6
H 2.410613 9.196153 -2.545413 0.1 0.1 1.0
H -2.473013 -0.102005 0.571706 0.0 0.0 0.2
H 6.129712 -5.013675 5.812865 -0.2 0.1 -0.4
H -6.311407 1.848978 -1.148726 0.1 0.7 0.2
H 0.901268 4.669904 -2.228244 0.5 -0.5 0.0
H -4.758174 -3.139079 9.405039 0.4 -0.5 0.5
H -3.851875 -5.271141 1.532344 1.0 -0.5 -0.1
H -1.208243 -8.338409 -0.279828 -0.1 -0.5 -0.6
H 8.338863 5.656256 -1.126956 -0.1 -0.2 -0.4
H -3.313493 -3.568007 -5.857896 -0.6 0.5 -0.2
H -0.584385 -5.056977 -0.007192 -0.4 -0.2 0.1
H 4.464365 5.500397 -0.349546 0.0 0.4 0.8
H 0.466884 4.900308 7.157246 -0.2 0.9 0.0
H 0.725888 -6.395376 3.216412 -0.3 -0.8 0.0
H -0.383503 5.062282 -3.289850 -0.3 -0.3 0.0
H -4.992208 -0.579692 -6.861687 0.5 -0.2 0.4
H -5.048353 -1.407963 -1.796403 0.1 0.3 0.0
H 6.896295 2.190579 -3.453456 0.7 0.5 0.2
H -3.322192 -2.620064 -3.489735 0.3 0.3 0.1
H -0.557670 3.492105 7.205848 0.4 0.0 -0.3
H -1.859137 -0.144068 2.272693 -0.3 0.2 0.0
```
Positions in Å, forces in eV/Å.

Calculated values
**HOMO-LUMO gap**: 8.462 eV
**E_HOMO**: -8.1393 eV
**LUMO**: 0.323 eV
**Relative energy (zero: lowest compared OMol25 entry of this formula, charge and spin)**: 1.097 eV